A structure of composition C61H65Cl4F3N11NiO2. Source: the Open Molecules 2025 dataset; level of theory: ωB97M-V with the def2-TZVPD basis set.

Output
- expectation value of S² = 2.00
- E_HOMO (alpha / beta) (eV) = -11.03 / -11.03
- Kohn-Sham gap (alpha / beta) (eV) = 8.53 / 7.65
- energy relative to the best compared isomer or geometry (same formula, charge and spin) (kcal/mol) = 7.0
- lowest unoccupied orbital energy (alpha / beta) (eV) = -2.51 / -3.38
- total charge = +1
- 2S+1 = 3

Each line ends with the Löwdin spin population.
Atoms and positions in Å:
Ni: 1.31 -0.77 -4.21  1.77
C: -0.13 -1.13 -1.20  0.01
O: 0.70 -0.31 -0.41  0.00
O: 0.49 -1.25 -2.40  0.04
C: -0.29 -2.49 -0.45  0.00
F: 0.92 -2.98 -0.12  0.00
F: -1.03 -2.29 0.67  0.00
F: -0.93 -3.47 -1.13  0.00
C: 0.09 0.47 0.59  0.00
C: 1.16 0.75 1.64  0.00
H: 1.34 -0.13 2.26  0.00
H: 2.10 0.93 1.11  0.00
H: 0.97 1.62 2.27  0.00
H: -0.75 -0.01 1.11  0.00
H: -0.35 1.41 0.24  0.00
H: -1.10 -0.62 -1.34  0.00
N: 3.37 -0.81 -3.46  0.04
C: 4.43 -1.01 -4.27  0.00
C: 5.71 -1.33 -3.82  0.00
C: 5.91 -1.44 -2.45  0.00
C: 4.85 -1.20 -1.61  0.00
C: 3.61 -0.85 -2.14  0.00
H: 4.32 -0.84 -5.33  0.00
H: 6.51 -1.51 -4.52  0.00
H: 6.90 -1.68 -2.06  0.00
H: 5.00 -1.18 -0.54  0.00
H: 2.71 -0.67 -1.56  0.00
N: 0.56 -2.07 6.26  0.00
C: 0.96 -2.10 4.99  0.00
C: 0.07 -2.22 3.93  0.00
C: -1.24 -2.57 4.25  0.00
C: -1.63 -2.67 5.56  0.00
C: -0.70 -2.37 6.56  0.00
H: 2.03 -2.01 4.82  0.00
H: 0.35 -2.14 2.89  0.00
H: -1.98 -2.71 3.46  0.00
H: -2.68 -2.77 5.81  0.00
H: -1.01 -2.34 7.59  0.00
N: 5.14 2.99 4.93  0.00
C: 4.04 2.23 5.11  0.00
C: 3.79 1.17 4.28  0.00
C: 4.68 0.81 3.26  0.00
C: 5.84 1.55 3.15  0.00
C: 5.99 2.67 3.97  0.00
H: 3.52 2.42 6.04  0.00
H: 2.94 0.53 4.49  0.00
H: 4.47 0.01 2.57  0.00
H: 6.53 1.41 2.33  0.00
H: 6.82 3.35 3.79  0.00
N: -4.54 2.06 2.03  0.00
C: -3.84 2.63 2.99  0.00
C: -2.95 1.92 3.83  0.00
C: -2.72 0.60 3.53  0.00
C: -3.36 0.00 2.45  0.00
C: -4.22 0.78 1.72  0.00
H: -4.00 3.70 3.06  0.00
H: -2.42 2.42 4.62  0.00
H: -1.93 0.13 4.12  0.00
H: -3.21 -1.05 2.20  0.00
H: -4.68 0.39 0.82  0.00
N: -6.60 -1.43 0.33  0.00
C: -5.96 -1.05 -0.77  0.00
C: -4.81 -1.69 -1.25  0.00
C: -4.23 -2.62 -0.40  0.00
C: -4.93 -3.12 0.67  0.00
C: -6.09 -2.46 1.03  0.00
H: -6.43 -0.31 -1.40  0.00
H: -4.31 -1.41 -2.17  0.00
H: -3.29 -3.08 -0.66  0.00
H: -4.53 -3.85 1.36  0.00
H: -6.73 -2.67 1.89  0.00
N: -1.33 3.62 7.11  0.00
C: -1.02 2.34 7.19  0.00
C: -0.20 1.74 6.22  0.00
C: 0.22 2.47 5.14  0.00
C: -0.16 3.81 5.04  0.00
C: -0.96 4.33 6.03  0.00
H: -1.43 1.78 8.03  0.00
H: 0.02 0.68 6.27  0.00
H: 0.90 2.00 4.44  0.00
H: 0.26 4.38 4.21  0.00
H: -1.28 5.37 6.00  0.00
N: 1.46 1.30 -3.73  0.04
C: 0.58 1.75 -2.82  0.00
C: 0.72 2.99 -2.22  0.00
C: 1.78 3.81 -2.56  0.00
C: 2.66 3.37 -3.53  0.00
C: 2.48 2.10 -4.06  0.00
H: -0.23 1.10 -2.51  0.00
H: 0.03 3.22 -1.42  0.00
H: 1.89 4.77 -2.07  0.00
H: 3.47 4.00 -3.88  0.00
H: 3.08 1.72 -4.87  0.00
N: 2.78 6.43 2.63  0.00
C: 1.86 6.41 1.68  0.00
C: 1.51 5.28 0.95  0.00
C: 2.13 4.08 1.31  0.00
C: 3.18 4.13 2.20  0.00
C: 3.44 5.31 2.92  0.00
H: 1.29 7.30 1.43  0.00
H: 0.78 5.35 0.15  0.00
H: 1.94 3.12 0.84  0.00
H: 3.75 3.25 2.48  0.00
H: 4.21 5.24 3.67  0.00
N: 1.52 -2.90 -4.53  0.03
C: 2.36 -3.78 -3.98  0.00
C: 2.45 -5.14 -4.27  0.00
C: 1.55 -5.63 -5.20  0.00
C: 0.73 -4.74 -5.89  0.00
C: 0.76 -3.40 -5.55  0.00
H: 2.87 -3.39 -3.11  0.00
H: 3.14 -5.78 -3.74  0.00
H: 1.50 -6.68 -5.44  0.00
H: 0.03 -4.98 -6.67  0.00
H: -0.01 -2.72 -5.88  0.00
N: -0.73 -0.54 -5.03  0.03
C: -0.89 0.54 -5.82  0.00
C: -2.05 0.83 -6.53  0.00
C: -3.19 0.11 -6.23  0.00
C: -3.09 -0.86 -5.25  0.00
C: -1.85 -1.21 -4.74  0.00
H: -0.01 1.13 -6.06  0.00
H: -2.05 1.62 -7.27  0.00
H: -4.12 0.34 -6.74  0.00
H: -3.98 -1.39 -4.92  0.00
H: -1.76 -2.03 -4.05  0.00
N: -2.79 4.01 -2.99  0.00
C: -2.94 2.74 -3.34  0.00
C: -2.93 1.68 -2.45  0.00
C: -2.91 1.98 -1.09  0.00
C: -2.78 3.31 -0.69  0.00
C: -2.67 4.27 -1.69  0.00
H: -3.11 2.52 -4.39  0.00
H: -3.06 0.64 -2.73  0.00
H: -3.03 1.18 -0.37  0.00
H: -2.84 3.58 0.35  0.00
H: -2.58 5.33 -1.46  0.00
C: -2.23 -5.75 -3.36  0.00
Cl: -3.01 -4.19 -3.43  0.00
Cl: -3.30 -7.11 -3.68  0.00
H: -1.39 -5.80 -4.05  0.00
H: -1.89 -5.81 -2.33  0.00
C: 0.05 -6.03 1.09  0.00
Cl: 0.91 -7.43 1.74  0.00
Cl: -1.54 -6.49 0.50  0.00
H: -0.07 -5.28 1.87  0.00
H: 0.61 -5.63 0.25  0.00